Entry 1:
{"formula": "C4H4O4", "method": "ωB97M-V/def2-TZVPD", "species": ["O", "C", "C", "O", "C", "O", "C", "O", "H", "H", "H", "H"], "coordinates": [[2.38, -1.26, -0.58], [2.35, -0.23, 0.01], [0.90, 0.41, 0.08], [0.84, 1.67, -0.09], [-0.30, -0.34, 0.17], [-0.06, -1.47, 0.51], [-1.57, 0.38, -0.08], [-2.56, -0.59, -0.45], [3.17, 0.53, 0.45], [-1.71, 1.12, 0.93], [-1.16, 1.30, -0.87], [-2.28, -1.53, -0.09]], "lowdin_charge": [0.11, -0.15, -0.24, 0.06, -0.40, 0.15, -0.18, -0.07, 0.17, 0.20, 0.20, 0.14], "charge": 0, "smiles": "O=CC(=O)C(=O)CO", "de_lowest_kj_mol": 422.0, "total_energy_ha": -455.6523}

=====

Entry 2:
{"formula": "C7H12N2O2", "method": "ωB97M-V/def2-TZVPD", "species": ["C", "C", "C", "C", "C", "C", "C", "H", "H", "H", "H", "H", "H", "H", "H", "H", "H", "H", "H", "N", "N", "O", "O"], "coordinates": [[2.17, 1.45, 2.48], [0.98, 0.38, 0.61], [-1.28, 0.60, 0.20], [-1.18, -0.13, -1.10], [-0.13, -1.26, -0.85], [1.12, -0.72, -0.52], [-2.50, -0.51, -1.75], [2.89, 1.85, 2.80], [1.39, 2.19, 2.24], [2.04, 0.66, 3.10], [3.04, -0.02, 1.29], [-1.98, -0.16, 1.29], [-1.55, 1.60, 0.20], [-0.58, 0.44, -1.79], [-0.41, -2.09, -0.37], [-0.10, -1.81, -1.98], [1.84, -1.56, 0.02], [1.57, -0.21, -1.28], [-3.29, -0.81, -2.99], [2.16, 0.67, 1.25], [-0.16, 0.99, 1.01], [-2.49, -0.97, -2.92], [-3.54, -0.59, -0.96]], "lowdin_charge": [-0.05, -0.31, -0.22, -0.21, -0.19, -0.14, -0.44, -0.03, 0.11, 0.07, 0.19, 0.23, 0.08, 0.15, 0.07, 0.19, 0.18, 0.08, 0.00, -0.06, 0.03, 0.27, 0.03], "charge": 0, "de_lowest_kj_mol": 803.3, "total_energy_ha": -533.6540}

=====

Entry 3:
{"formula": "C32H59BrN5O6PS2Y", "method": "ωB97M-V/def2-TZVPD", "species": ["Y", "C", "C", "C", "C", "C", "C", "N", "C", "C", "N", "C", "C", "O", "O", "C", "C", "C", "C", "C", "C", "N", "C", "C", "N", "C", "C", "O", "O", "H", "H", "H", "H", "H", "H", "H", "H", "H", "H", "H", "H", "H", "H", "H", "H", "H", "H", "H", "H", "H", "H", "H", "H", "H", "H", "H", "H", "H", "H", "H", "H", "H", "H", "H", "H", "H", "H", "H", "C", "C", "C", "C", "C", "Br", "N", "C", "H", "H", "H", "H", "H", "H", "C", "C", "C", "O", "P", "S", "S", "O", "C", "C", "C", "H", "H", "H", "H", "H", "H", "H", "H", "H", "H", "H", "H", "H", "H"], "coordinates": [[0.28, 1.00, -1.31], [-3.81, -3.21, 1.40], [-2.30, -3.01, 1.80], [-1.39, -3.54, 0.68], [0.04, -3.95, 1.03], [0.59, -4.88, -0.06], [0.17, -4.64, 2.39], [0.80, -2.64, 1.07], [2.18, -2.72, 1.53], [2.57, -1.93, 2.69], [2.24, -0.54, 2.60], [3.04, 0.23, 1.64], [2.21, 0.49, 0.41], [1.97, 1.69, 0.07], [1.79, -0.46, -0.33], [2.23, 0.16, 4.00], [3.60, 0.38, 4.62], [1.41, 1.44, 3.86], [0.00, 1.37, 4.44], [0.10, 1.47, 5.96], [-0.80, 2.67, 4.02], [-0.57, 0.18, 3.89], [-1.98, -0.08, 4.15], [-2.40, -1.49, 3.67], [-1.99, -1.69, 2.27], [-2.47, -0.69, 1.34], [-1.41, -0.23, 0.38], [-0.50, 0.48, 0.85], [-1.47, -0.48, -0.89], [-4.09, -4.25, 1.39], [-4.06, -2.79, 0.41], [-4.48, -2.81, 2.26], [-2.09, -3.68, 2.68], [-1.51, -2.95, -0.24], [-1.86, -4.50, 0.35], [0.09, -5.84, 0.02], [1.71, -5.00, 0.05], [0.38, -4.47, -1.05], [-0.55, -5.44, 2.57], [0.03, -3.92, 3.22], [1.15, -5.15, 2.42], [0.76, -2.09, 0.24], [0.34, -1.97, 1.74], [2.82, -2.48, 0.71], [2.40, -3.71, 1.80], [3.66, -2.03, 2.87], [2.16, -2.35, 3.62], [3.94, -0.35, 1.40], [3.26, 1.26, 2.01], [1.71, -0.57, 4.68], [4.21, 0.94, 3.88], [4.13, -0.53, 4.84], [3.52, 1.05, 5.53], [1.45, 1.75, 2.82], [2.04, 2.19, 4.33], [0.59, 2.41, 6.10], [0.76, 0.74, 6.26], [-0.91, 1.37, 6.40], [-0.19, 3.62, 3.92], [-1.52, 3.02, 4.78], [-1.30, 2.54, 3.04], [-0.47, 0.17, 2.88], [-2.57, 0.65, 3.67], [-2.15, -0.12, 5.26], [-3.53, -1.67, 3.82], [-1.90, -2.27, 4.23], [-2.67, 0.20, 1.88], [-3.36, -1.01, 0.77], [0.30, 6.80, -2.50], [-0.48, 5.73, -1.70], [-1.83, 5.92, -1.37], [-2.62, 4.99, -0.71], [-1.96, 3.78, -0.43], [-3.00, 2.58, 0.52], [-0.77, 3.42, -0.82], [-0.03, 4.45, -1.39], [-0.11, 6.93, -3.53], [1.36, 6.52, -2.68], [0.25, 7.76, -1.96], [-2.31, 6.88, -1.66], [-3.67, 5.17, -0.51], [0.98, 4.05, -1.69], [-2.92, -0.74, -5.52], [-1.61, -0.94, -4.74], [-1.35, -2.50, -4.65], [-0.47, -0.35, -5.45], [0.48, 0.67, -4.64], [-0.44, 2.21, -3.79], [1.79, -0.19, -3.40], [1.22, 1.40, -5.85], [2.42, 1.08, -6.58], [3.11, 2.34, -7.05], [2.07, 0.05, -7.63], [-3.60, -1.31, -4.92], [-2.75, -1.11, -6.55], [-3.25, 0.31, -5.58], [-1.61, -0.41, -3.78], [-1.51, -2.97, -5.58], [-2.08, -2.95, -3.98], [-0.37, -2.80, -4.32], [3.04, 0.54, -5.90], [2.85, 2.57, -8.15], [4.16, 2.13, -7.08], [2.83, 3.22, -6.46], [1.39, 0.52, -8.31], [1.49, -0.75, -7.21], [2.95, -0.33, -8.16]], "lowdin_charge": [1.31, -0.03, -0.36, -0.09, -0.48, -0.01, -0.01, 0.12, -0.16, -0.20, -0.10, -0.08, -0.59, -0.09, -0.18, -0.32, -0.05, -0.12, -0.57, -0.01, -0.03, 0.01, -0.18, -0.13, -0.13, -0.13, -0.67, -0.11, -0.12, 0.07, 0.08, 0.11, 0.13, 0.13, 0.14, 0.10, 0.11, 0.09, 0.10, 0.10, 0.09, 0.13, 0.17, 0.13, 0.10, 0.14, 0.14, 0.14, 0.14, 0.14, 0.08, 0.07, 0.11, 0.11, 0.12, 0.08, 0.05, 0.10, 0.10, 0.08, 0.04, 0.08, 0.08, 0.14, 0.14, 0.11, 0.06, 0.13, -0.03, -0.22, -0.02, -0.09, -0.76, 0.96, -0.05, -0.10, 0.09, 0.09, 0.08, 0.14, 0.11, 0.12, -0.04, -0.43, -0.03, -0.30, -0.12, 0.32, 0.32, -0.33, -0.47, -0.03, -0.04, 0.08, 0.10, 0.09, 0.08, 0.06, 0.08, 0.06, 0.09, 0.11, 0.07, 0.09, 0.08, 0.06, 0.10], "charge": 1, "total_energy_ha": -5730.1169}

=====

Entry 4:
{"formula": "C6H12As3F19O6Tl", "method": "ωB97M-V/def2-TZVPD", "species": ["Tl", "As", "F", "F", "F", "F", "F", "F", "As", "F", "F", "F", "F", "F", "F", "As", "F", "F", "F", "F", "F", "F", "F", "C", "O", "C", "O", "O", "C", "H", "H", "H", "H", "H", "H", "C", "O", "C", "O", "O", "C", "H", "H", "H", "H", "H", "H"], "coordinates": [[2.60, 0.06, 1.92], [1.82, 5.96, 3.22], [2.25, 4.18, 3.09], [1.14, 5.93, 1.52], [1.45, 7.74, 3.42], [2.37, 5.92, 4.93], [3.42, 6.31, 2.49], [0.18, 5.60, 3.77], [-1.49, -1.53, 6.16], [-2.93, -1.23, 5.09], [-2.51, -1.85, 7.57], [-0.01, -1.92, 7.19], [-0.40, -1.24, 4.75], [-1.32, 0.18, 6.62], [-1.63, -3.26, 5.71], [4.10, -3.01, -3.05], [5.32, -3.57, -4.24], [5.54, -2.43, -2.06], [3.07, -2.53, -1.67], [2.71, -3.34, -4.06], [4.22, -4.56, -2.22], [4.11, -1.39, -3.76], [4.24, 0.39, 5.43], [-1.72, -4.04, -1.64], [-2.60, -3.34, -0.81], [-2.39, -2.23, -0.21], [-1.29, -1.74, 0.02], [-3.51, -1.81, 0.42], [-4.85, -2.35, 0.37], [-2.14, -4.72, -2.39], [-1.09, -4.60, -0.96], [-1.15, -3.39, -2.30], [-4.89, -3.42, 0.18], [-5.44, -1.74, -0.31], [-5.13, -2.11, 1.40], [-1.26, 0.69, -5.03], [-0.34, 0.53, -3.93], [0.30, 1.51, -3.27], [0.96, 1.37, -2.26], [0.09, 2.74, -3.81], [0.59, 3.86, -3.06], [-2.19, 1.12, -4.66], [-1.45, -0.39, -5.07], [-0.84, 1.05, -5.96], [1.19, 4.51, -3.70], [1.07, 3.52, -2.14], [-0.15, 4.57, -2.69]], "lowdin_charge": [0.96, 0.94, -0.30, -0.29, -0.29, -0.26, -0.28, -0.27, 0.92, -0.28, -0.26, -0.25, -0.29, -0.25, -0.27, 0.85, -0.28, -0.29, -0.31, -0.27, -0.28, -0.28, -0.14, -0.01, 0.03, -0.56, 0.20, 0.00, 0.00, 0.10, 0.11, 0.11, 0.10, 0.10, 0.10, -0.01, 0.00, -0.51, 0.16, 0.00, -0.02, 0.10, 0.10, 0.10, 0.10, 0.09, 0.09], "charge": -1, "total_energy_ha": -9464.4469}

=====

Entry 5:
{"formula": "C5H10Cl10", "method": "ωB97M-V/def2-TZVPD", "species": ["Cl", "C", "Cl", "H", "H", "Cl", "C", "Cl", "H", "H", "Cl", "C", "Cl", "H", "H", "Cl", "C", "Cl", "H", "H", "Cl", "C", "Cl", "H", "H"], "coordinates": [[10.25, 13.93, 9.15], [9.43, 12.73, 10.26], [10.50, 12.46, 11.60], [8.44, 13.22, 10.52], [9.26, 11.75, 9.78], [8.91, 6.44, 7.82], [9.94, 7.62, 7.07], [9.10, 8.60, 5.86], [10.34, 8.27, 7.82], [10.66, 7.01, 6.51], [6.81, 4.39, 11.39], [5.97, 5.88, 11.86], [4.26, 5.80, 11.36], [5.87, 5.96, 12.91], [6.41, 6.72, 11.41], [5.08, 4.54, 7.39], [4.47, 5.33, 5.99], [5.74, 6.17, 5.11], [4.18, 4.59, 5.29], [3.65, 6.02, 6.21], [5.66, 7.94, 8.33], [5.77, 9.54, 7.54], [5.40, 10.92, 8.52], [6.76, 9.66, 7.13], [5.05, 9.52, 6.75]], "lowdin_charge": [0.43, -1.01, 0.51, 0.05, 0.02, 0.52, -1.03, 0.52, 0.02, 0.02, 0.50, -0.99, 0.47, 0.01, 0.00, 0.53, -1.07, 0.49, 0.00, 0.04, 0.48, -1.05, 0.55, -0.02, 0.02], "charge": 0, "smiles": "ClCCl.ClCCl.ClCCl.ClCCl.ClCCl", "de_lowest_kj_mol": 51.1, "total_energy_ha": -4798.3977}

=====

Entry 6:
{"formula": "C3H7N2S2", "method": "ωB97M-V/def2-TZVPD", "species": ["N", "C", "S", "C", "C", "N", "S", "H", "H", "H", "H", "H", "H", "H"], "coordinates": [[1.41, -1.95, 1.06], [0.32, -1.43, 0.45], [-1.06, -2.28, 0.28], [0.43, 0.03, -0.05], [-0.89, 0.56, -0.51], [-0.96, 2.00, -0.83], [-1.71, 1.56, 0.69], [1.69, -2.77, 1.57], [2.11, -1.25, 1.04], [0.82, 0.78, 0.71], [1.12, 0.08, -0.98], [-1.37, -0.30, -1.09], [-0.15, 2.64, -1.00], [-1.77, 2.34, -1.33]], "lowdin_charge": [0.10, -0.86, 0.76, -0.24, -0.61, -0.16, 1.05, 0.13, 0.09, 0.13, 0.17, 0.11, 0.18, 0.13], "charge": 1, "smiles": "NC(=S)C[C@@H]1[NH2+]S1", "de_lowest_kj_mol": 266.9, "total_energy_ha": -1024.0614}